A | DFT (ωB97M-V/def2-TZVPD) results for a structure of composition C5H4N2O.

XYZ file:
```
12
Properties=species:S:1:pos:R:3:mulliken_charge:R:1
C 0.17 -1.14 0.27 0.40
C -0.04 0.30 0.90 -0.23
C 1.26 1.08 1.07 0.08
C -0.44 -0.13 -0.62 -0.37
C -1.85 0.10 -1.08 -0.05
H 0.94 -1.76 -1.56 0.43
H -0.52 -1.83 0.99 0.26
H -0.65 0.42 1.75 0.46
H 0.20 0.55 -1.31 0.42
N 2.23 1.69 1.27 -0.41
N -2.99 0.43 -1.31 -0.43
O 1.34 -1.70 -0.36 -0.55
```

## Properties
Kohn-Sham gap in eV: 10.21

B | DFT (ωB97M-V/def2-TZVPD) results for an isolated molecule of C5H4N2O.

XYZ file:
```
12
Properties=species:S:1:pos:R:3:mulliken_charge:R:1
C 2.33 0.04 -0.14 -0.87
C 1.13 -0.18 -0.13 0.47
C 0.45 -1.55 0.06 -0.23
C -1.22 -0.14 -0.06 0.24
C 0.11 0.79 -0.12 0.60
H 3.04 -0.66 -0.10 0.42
H 2.52 1.12 -0.01 0.27
H 1.09 -2.40 0.30 0.36
H -3.26 -0.09 -0.21 0.30
N -0.87 -1.54 0.19 -0.55
N -2.27 0.50 -0.15 -0.49
O 0.22 1.94 0.27 -0.52
```

## Properties
Kohn-Sham gap in eV: 8.90

C | DFT (ωB97M-V/def2-TZVPD) results for a structure of composition C5H4N2O.

XYZ file:
```
12
Properties=species:S:1:pos:R:3:mulliken_charge:R:1
C -1.05 -0.95 0.02 0.82
C 0.22 -1.61 0.05 -0.62
C 1.18 -0.63 -0.20 -0.16
C 0.87 0.78 -0.22 -0.18
C -0.39 1.44 -0.01 -0.34
N -1.53 -0.21 0.97 -0.48
N -1.69 0.84 -0.04 -0.13
O -1.43 -0.21 -1.05 -0.29
H 0.26 -2.62 0.48 0.36
H 2.29 -0.71 -0.16 0.29
H 1.79 1.50 -0.14 0.24
H -0.52 2.39 0.30 0.49
```

## Properties
Kohn-Sham gap in eV: 8.33

It comes down to B, which is 35.2 kcal/mol more stable than the next structure.

A | DFT (ωB97M-V/def2-TZVPD) results for a cluster of 8 separate species, C35H39F17O13 in total.

XYZ file:
```
104
Properties=species:S:1:pos:R:3:mulliken_charge:R:1
F 2.16 1.51 4.54 -0.26
C 2.54 0.19 4.70 0.76
C 1.58 -0.77 4.75 -0.39
C 2.02 -2.11 4.99 -0.36
C 3.35 -2.39 5.25 -0.89
C 4.27 -1.34 5.13 -0.09
C 3.92 -0.02 4.93 -0.92
H 0.51 -0.59 4.58 0.40
H 1.22 -2.81 5.02 0.60
H 3.76 -3.36 5.52 0.39
H 5.35 -1.56 5.36 0.28
H 4.64 0.77 4.82 0.46
F -1.95 3.55 -2.76 -0.23
C -2.53 2.37 -3.11 0.04
C -2.24 1.28 -2.35 -0.02
C -2.74 0.08 -2.81 -0.64
C -3.42 0.08 -4.05 -0.65
C -3.73 1.22 -4.78 -0.61
C -3.26 2.43 -4.29 -0.59
H -1.62 1.29 -1.55 0.96
H -2.60 -0.86 -2.27 0.46
H -3.72 -0.87 -4.57 0.30
H -4.37 1.09 -5.64 0.41
H -3.37 3.37 -4.79 0.53
C -0.33 -4.29 0.65 -0.55
C -1.07 -5.15 1.67 -0.32
O -1.99 -6.18 1.10 -0.33
C -3.00 -5.81 0.36 0.31
O -3.32 -4.69 0.03 -0.54
C -3.62 -7.11 -0.13 0.93
F -3.70 -8.08 0.77 -0.24
F -4.88 -6.78 -0.51 -0.25
F -2.92 -7.47 -1.21 -0.24
H 0.13 -3.47 1.18 0.05
H -1.01 -3.83 -0.04 0.12
H 0.39 -4.82 0.02 0.52
H -1.51 -4.51 2.47 0.15
H -0.38 -5.80 2.26 0.32
C -0.97 4.17 3.49 -1.21
C 0.20 3.30 3.56 0.02
O 0.87 3.28 2.19 -0.32
C 0.40 2.53 1.27 0.28
O -0.41 1.68 1.34 -0.24
C 1.12 2.94 -0.04 0.71
F 1.26 4.25 0.08 -0.27
F 2.32 2.32 -0.09 -0.28
F 0.44 2.62 -1.15 -0.08
H -1.78 3.84 2.83 0.18
H -0.72 5.21 3.38 0.36
H -1.53 4.23 4.45 0.46
H -0.15 2.28 3.78 0.01
H 1.00 3.59 4.17 0.46
C 2.97 1.13 -3.19 -1.22
C 1.59 0.59 -2.98 0.21
O 1.54 -0.76 -3.42 -0.29
C 0.71 -1.51 -2.74 0.22
O -0.02 -1.25 -1.83 -0.17
C 0.78 -3.01 -3.23 0.75
F 0.90 -3.13 -4.53 -0.28
F 1.74 -3.69 -2.64 -0.20
F -0.42 -3.59 -3.00 -0.27
H 3.58 0.60 -2.48 0.11
H 3.01 2.20 -2.95 0.33
H 3.37 1.14 -4.23 0.38
H 0.90 1.11 -3.58 0.48
H 1.26 0.66 -1.96 -0.13
C 2.96 -1.67 0.73 -0.49
C 4.05 -1.09 -0.10 -0.06
O 4.35 -2.02 -1.19 -0.23
C 5.33 -1.65 -2.01 0.46
O 6.00 -0.64 -1.83 -0.56
C 5.65 -2.69 -3.21 0.80
F 6.67 -3.40 -3.00 -0.23
F 4.56 -3.45 -3.38 -0.20
F 5.81 -1.96 -4.34 -0.27
H 2.12 -1.99 0.11 -0.17
H 2.70 -1.04 1.60 0.23
H 3.27 -2.66 1.11 0.39
H 5.03 -0.94 0.52 0.38
H 3.84 -0.11 -0.54 -0.01
C -1.11 7.49 -1.58 -1.59
C -1.26 6.10 -1.04 0.49
O -2.66 5.82 -1.25 -0.30
C -3.24 4.88 -0.57 0.43
O -2.75 4.26 0.35 -0.52
C -4.72 4.63 -1.04 0.87
F -4.87 4.74 -2.36 -0.22
F -5.12 3.42 -0.63 -0.24
F -5.45 5.53 -0.46 -0.25
H -1.78 8.23 -1.29 0.39
H -1.25 7.47 -2.68 0.34
H -0.10 7.83 -1.40 0.43
H -0.90 5.97 0.01 0.14
H -0.73 5.38 -1.64 0.04
C -3.25 -1.90 1.75 -0.22
C -2.08 -1.33 1.03 1.19
O -1.05 -1.28 2.09 0.21
C -1.47 -2.04 3.19 0.27
O -0.72 -2.25 4.09 -0.50
O -2.75 -2.43 3.01 -0.41
H -3.64 -2.79 1.23 0.16
H -4.11 -1.31 2.00 0.30
H -2.13 -0.34 0.66 -0.19
H -1.72 -2.02 0.29 -0.71
```

## Properties
Kohn-Sham gap in eV: 9.87

B | DFT (ωB97M-V/def2-TZVPD) results for a cluster of 8 separate species, C35H39F17O13 in total.

XYZ file:
```
104
Properties=species:S:1:pos:R:3:mulliken_charge:R:1
F 1.25 6.70 3.31 -0.34
C 2.05 5.90 2.53 0.47
C 3.45 5.86 2.75 -0.68
C 4.22 5.06 1.91 -0.22
C 3.67 4.37 0.84 -0.78
C 2.27 4.47 0.61 0.23
C 1.46 5.22 1.45 -0.44
H 3.91 6.42 3.55 0.45
H 5.32 4.98 1.92 0.34
H 4.38 3.92 0.13 0.41
H 1.81 4.02 -0.35 0.11
H 0.41 5.43 1.21 0.47
F 2.04 1.90 -3.56 -0.39
C 0.88 2.29 -4.27 0.53
C 0.39 1.32 -5.08 -0.35
C -0.83 1.58 -5.74 -0.48
C -1.52 2.78 -5.43 -0.60
C -1.02 3.66 -4.51 -0.39
C 0.27 3.49 -3.95 -0.55
H 0.95 0.47 -5.25 0.64
H -1.29 0.91 -6.49 0.36
H -2.55 2.93 -5.79 0.39
H -1.51 4.53 -4.12 0.37
H 0.69 4.30 -3.36 0.45
C -8.95 0.48 -0.58 -1.10
C -7.55 0.90 -0.20 -0.22
O -6.88 1.47 -1.44 -0.30
C -5.57 1.70 -1.27 0.31
O -4.97 1.78 -0.24 -0.48
C -4.77 1.97 -2.64 0.86
F -4.99 0.97 -3.49 -0.26
F -5.15 3.03 -3.31 -0.26
F -3.47 2.02 -2.21 -0.17
H -9.48 1.44 -0.88 0.28
H -9.49 0.18 0.35 0.36
H -9.02 -0.34 -1.30 0.32
H -6.89 0.19 0.22 0.41
H -7.71 1.78 0.55 0.22
C 0.62 -1.25 -1.70 0.41
C 1.39 0.04 -1.31 -0.70
O 0.60 1.19 -1.02 -0.14
C 0.12 1.19 0.17 0.21
O 0.34 0.46 1.07 -0.49
C -0.89 2.39 0.42 0.85
F -0.96 2.90 1.61 -0.20
F -0.53 3.38 -0.42 -0.21
F -2.10 1.94 -0.02 -0.20
H 0.06 -1.10 -2.60 -0.23
H -0.07 -1.63 -0.88 0.20
H 1.40 -2.04 -1.90 -0.26
H 1.97 0.35 -2.19 0.25
H 1.93 -0.19 -0.37 0.36
C 2.72 -4.43 -0.93 -0.01
C 3.88 -4.52 -1.92 -0.61
O 3.94 -3.32 -2.78 -0.31
C 3.27 -3.44 -3.88 0.44
O 2.60 -4.34 -4.34 -0.59
C 3.28 -2.02 -4.57 0.98
F 4.29 -1.97 -5.44 -0.30
F 2.13 -1.87 -5.23 -0.26
F 3.34 -1.00 -3.77 -0.24
H 1.87 -3.94 -1.39 -0.40
H 2.96 -3.84 -0.03 0.22
H 2.31 -5.41 -0.62 0.42
H 3.90 -5.38 -2.50 0.43
H 4.75 -4.39 -1.31 0.32
C 2.65 2.13 4.34 -0.95
C 1.15 2.03 4.48 0.01
O 0.75 1.96 5.98 -0.34
C 1.08 0.82 6.55 0.39
O 1.50 -0.20 6.06 -0.51
C 0.60 0.82 8.08 0.80
F -0.46 -0.07 8.21 -0.27
F 1.55 0.35 8.90 -0.25
F 0.24 1.98 8.54 -0.22
H 3.08 2.83 5.04 0.38
H 2.85 2.48 3.32 0.15
H 3.15 1.18 4.45 0.33
H 0.60 1.22 3.97 0.22
H 0.72 2.96 4.14 0.26
C -1.33 -3.14 -3.93 -0.81
C -2.16 -3.74 -2.86 -0.38
O -1.56 -3.58 -1.56 -0.11
C -2.27 -4.20 -0.63 0.22
O -3.36 -4.72 -0.65 -0.53
C -1.60 -4.05 0.82 0.92
F -2.00 -2.94 1.34 -0.25
F -1.92 -5.00 1.70 -0.29
F -0.30 -4.12 0.76 -0.19
H -0.37 -3.66 -4.02 0.16
H -1.23 -2.09 -3.55 0.13
H -1.82 -3.20 -4.90 0.45
H -2.26 -4.79 -3.04 0.39
H -3.17 -3.40 -2.84 0.41
C 1.46 -2.91 3.95 0.07
C 2.04 -3.37 5.33 -0.19
O 2.68 -4.58 4.95 -0.35
C 2.90 -4.62 3.65 0.61
O 3.48 -5.43 2.97 -0.57
O 2.36 -3.49 3.05 -0.25
H 1.60 -1.84 3.83 0.09
H 0.43 -3.20 3.74 0.11
H 1.30 -3.66 6.09 0.30
H 2.72 -2.60 5.72 0.19
```

## Properties
Kohn-Sham gap in eV: 9.96

It comes down to A, which is 15.5 kcal/mol more stable than the next structure.

A | DFT (ωB97M-V/def2-TZVPD) results for a structure of composition C56H45N8O5SeSn.

XYZ file:
```
116
Properties=species:S:1:pos:R:3:mulliken_charge:R:1
Sn -0.45 3.53 22.28 0.65
O 2.05 9.24 19.67 -0.74
C 0.95 9.16 20.21 0.35
O -0.13 9.73 19.96 -0.79
C 0.99 8.26 21.46 -0.57
C 0.00 8.36 22.41 -0.73
C -0.18 7.25 23.27 1.10
N 0.64 6.21 23.42 -0.33
C 1.71 6.24 22.63 0.86
C 1.89 7.20 21.62 -0.77
C 2.58 5.03 22.70 0.47
C 3.93 5.19 22.66 -1.06
C 4.73 4.09 23.04 -0.84
C 4.07 2.86 23.31 -1.03
C 2.74 2.82 23.10 -0.69
N 1.99 3.89 22.91 0.95
C -1.31 7.19 24.17 -0.30
C -2.24 8.13 24.17 -0.28
C -3.42 7.98 24.98 -0.52
C -3.62 6.88 25.81 -1.40
C -2.35 6.03 26.08 0.20
N -1.59 6.03 24.84 0.74
H -0.72 9.17 22.36 0.42
H 2.59 7.10 20.77 0.67
H 4.35 6.14 22.58 0.65
H 5.79 4.19 23.10 0.45
H 4.65 1.93 23.52 0.45
H 2.23 1.86 23.10 0.36
H -2.12 9.12 23.69 0.31
H -4.32 8.59 24.78 0.33
H -4.45 6.60 26.35 0.64
H -1.01 5.27 24.60 -0.28
O 0.16 1.54 23.00 0.15
C -0.91 0.70 23.40 3.17
C -2.22 1.03 22.71 -1.16
C -2.28 0.96 21.20 -1.50
C -2.77 -0.09 20.53 -0.13
C -2.71 -0.15 19.13 -1.23
C -2.13 0.92 18.52 -0.73
C -1.51 1.95 19.25 0.37
C -0.58 2.89 18.56 -2.04
C 0.85 3.04 19.21 1.35
O 0.83 3.63 20.48 0.25
C 1.56 4.12 18.32 0.27
C 1.57 5.47 18.66 -0.67
C 2.16 6.43 17.86 -0.22
C 2.66 6.11 16.59 -0.72
C 2.71 4.78 16.23 -0.96
C 2.23 3.84 17.12 -0.11
C 1.66 1.77 19.11 0.00
C 2.87 1.72 19.82 -0.25
C 3.74 0.63 19.90 -0.97
C 3.40 -0.45 19.15 -0.47
C 2.22 -0.54 18.45 -0.82
C 1.36 0.56 18.32 -0.12
N -1.60 1.97 20.58 0.85
C -0.51 -0.73 23.00 -0.33
C -1.23 -1.80 23.52 -0.32
C -0.96 -3.14 23.08 -1.13
C 0.00 -3.30 22.11 -0.68
C 0.65 -2.22 21.61 -0.85
C 0.43 -0.92 22.02 0.12
C -1.02 0.67 24.94 -0.40
C -2.12 0.97 25.72 -0.01
C -2.04 0.91 27.13 -0.55
C -0.89 0.52 27.81 -0.69
C 0.21 0.12 26.99 -0.81
C 0.16 0.24 25.61 -0.45
H -2.39 2.08 23.11 0.29
H -3.00 0.40 23.14 1.26
H -3.33 -0.84 21.07 0.48
H -3.00 -1.04 18.57 0.38
H -2.08 1.16 17.44 0.54
H -1.03 3.86 18.74 0.43
H -0.42 2.69 17.47 0.57
H 1.07 5.74 19.59 0.24
H 2.24 7.45 18.20 0.37
H 3.03 6.95 15.97 0.36
H 3.08 4.53 15.22 0.33
H 2.27 2.84 16.80 0.39
H 3.08 2.65 20.32 0.49
H 4.69 0.72 20.36 0.51
H 4.08 -1.36 19.10 0.22
H 1.97 -1.47 18.01 0.49
H 0.40 0.43 17.81 0.38
H -2.03 -1.60 24.20 0.43
H -1.56 -3.98 23.33 0.42
H 0.16 -4.32 21.76 0.38
H 1.32 -2.32 20.84 0.62
H 1.07 -0.13 21.67 -0.22
H -3.08 1.26 25.22 0.30
H -3.00 1.10 27.62 0.39
H -0.79 0.36 28.95 0.27
H 1.01 -0.38 27.46 0.46
H 0.96 -0.22 25.07 0.46
N -4.83 5.34 21.58 -0.35
C -4.32 5.06 20.35 0.62
N -3.45 6.01 19.82 -0.41
O -4.64 4.07 19.73 -0.64
H -4.33 5.96 22.17 0.14
H -5.56 4.79 21.92 0.19
H -2.95 6.70 20.42 0.22
H -2.98 5.70 18.99 0.22
Se 0.90 3.43 28.35 0.29
N -0.37 4.22 27.36 -0.28
C -0.44 5.49 27.78 0.69
C -1.40 6.44 27.20 0.39
C -1.24 7.71 27.60 0.08
C -0.27 8.17 28.54 -1.21
C 0.62 7.28 29.08 -0.51
C 0.58 5.88 28.70 0.22
N 1.43 4.93 29.07 -0.85
H -2.70 4.95 26.22 0.39
H -1.92 8.53 27.28 0.25
H -0.15 9.21 28.89 0.33
H 1.36 7.66 29.75 0.44
```

## Properties
Charge: -1
Kohn-Sham gap (alpha / beta) in eV: 6.51 / 6.51

B | DFT (ωB97M-V/def2-TZVPD) results for a structure of composition C56H45N8O5SeSn.

XYZ file:
```
116
Properties=species:S:1:pos:R:3:mulliken_charge:R:1
Sn 0.03 -0.21 0.01 0.32
O 4.96 2.82 4.86 -0.75
C 4.05 3.45 4.31 0.57
O 3.90 4.66 4.15 -0.75
C 2.95 2.53 3.70 -1.43
C 3.00 1.17 3.88 -0.63
C 2.08 0.31 3.28 1.07
N 1.12 0.83 2.50 0.52
C 1.05 2.16 2.34 0.22
C 1.93 3.05 2.94 -1.23
C -0.03 2.69 1.48 0.52
C -0.64 3.87 1.87 -0.61
C -1.65 4.41 1.07 -1.16
C -1.99 3.78 -0.10 -1.37
C -1.31 2.61 -0.42 0.03
N -0.38 2.09 0.35 1.58
C 2.13 -1.18 3.45 -0.17
C 3.20 -1.76 4.14 -0.86
C 3.22 -3.13 4.35 -0.89
C 2.26 -3.91 3.75 -0.56
C 1.26 -3.27 3.02 -0.59
N 1.17 -1.94 2.90 0.73
H 3.82 0.81 4.48 0.65
H 1.87 4.11 2.74 0.83
H -0.34 4.38 2.81 0.57
H -2.18 5.30 1.39 0.39
H -2.80 4.11 -0.71 0.61
H -1.57 2.03 -1.30 -0.50
H 3.92 -1.12 4.60 0.53
H 3.96 -3.55 5.01 0.44
H 2.21 -5.01 3.84 0.37
H 0.42 -3.82 2.59 0.30
O -1.83 0.05 0.95 -0.16
C -2.54 -0.82 1.77 2.84
C -1.88 -2.28 1.73 -0.39
C -1.91 -2.97 0.40 0.17
C -2.16 -4.34 0.29 -0.83
C -2.23 -4.90 -0.97 -1.12
C -2.02 -4.07 -2.07 -0.58
C -1.73 -2.72 -1.86 -0.31
C -1.64 -1.75 -3.02 -2.23
C -0.63 -0.58 -3.05 1.88
O -0.77 0.27 -1.98 0.91
C 0.82 -1.09 -3.18 0.13
C 1.86 -0.18 -3.32 0.00
C 3.21 -0.57 -3.33 -0.91
C 3.52 -1.93 -3.20 -0.77
C 2.49 -2.86 -3.10 -1.08
C 1.18 -2.44 -3.15 -0.23
C -0.99 0.18 -4.35 0.49
C -0.68 -0.32 -5.61 -0.39
C -1.11 0.30 -6.77 -0.93
C -1.81 1.48 -6.71 -0.55
C -2.07 2.03 -5.47 -1.22
C -1.67 1.41 -4.30 -0.35
N -1.65 -2.23 -0.63 1.40
C -4.01 -0.90 1.27 -0.44
C -5.01 -1.40 2.08 -0.39
C -6.33 -1.40 1.67 -0.83
C -6.65 -0.92 0.41 -0.57
C -5.66 -0.46 -0.44 -1.11
C -4.33 -0.43 0.00 0.24
C -2.50 -0.24 3.15 -0.27
C -2.11 -0.95 4.28 0.22
C -1.95 -0.32 5.53 -1.01
C -2.16 1.07 5.61 -0.65
C -2.55 1.81 4.49 -0.77
C -2.73 1.14 3.28 -0.24
H -2.30 -2.93 2.49 0.87
H -0.86 -2.07 2.05 -1.11
H -2.36 -4.91 1.17 0.61
H -2.48 -5.95 -1.09 0.39
H -2.10 -4.46 -3.06 0.54
H -2.63 -1.27 -3.02 0.71
H -1.61 -2.32 -3.95 0.34
H 1.62 0.86 -3.37 0.46
H 3.98 0.16 -3.44 0.51
H 4.55 -2.28 -3.15 0.30
H 2.76 -3.90 -3.06 0.83
H 0.42 -3.18 -2.96 0.19
H -0.18 -1.27 -5.71 0.43
H -0.93 -0.16 -7.74 0.39
H -2.19 1.86 -7.65 0.37
H -2.64 2.93 -5.38 0.45
H -1.95 1.82 -3.35 0.51
H -4.74 -1.83 3.07 0.27
H -7.05 -1.87 2.32 0.41
H -7.67 -0.95 0.07 0.38
H -5.94 -0.09 -1.41 0.46
H -3.53 0.04 -0.61 -0.02
H -1.96 -2.01 4.29 0.26
H -1.73 -0.89 6.42 0.47
H -2.04 1.52 6.59 0.37
H -2.72 2.87 4.57 0.45
H -3.03 1.73 2.41 0.26
N 5.42 -2.67 -0.52 -0.39
C 4.23 -2.65 0.17 0.30
N 3.37 -3.73 -0.04 -0.37
O 3.97 -1.75 0.95 -0.32
H 5.76 -3.51 -0.94 0.20
H 6.08 -2.00 -0.20 0.22
H 3.33 -4.17 -0.93 0.34
H 2.47 -3.59 0.38 0.16
Se 4.17 2.27 0.03 0.31
N 2.55 2.17 -0.75 0.08
C 2.53 3.17 -1.65 0.23
C 1.39 3.49 -2.47 0.32
C 1.45 4.60 -3.23 -0.87
C 2.62 5.45 -3.23 -0.72
C 3.74 5.13 -2.54 -0.67
C 3.74 3.97 -1.72 0.34
N 4.75 3.61 -0.94 -0.85
H 0.49 2.88 -2.43 0.45
H 0.62 4.90 -3.86 0.48
H 2.59 6.36 -3.78 0.40
H 4.62 5.71 -2.53 0.51
```

## Properties
Charge: -1
Kohn-Sham gap in eV: 6.87

It comes down to B, which is 70.3 kcal/mol more stable than the next structure.